[1]
ORCA calculation (ωB97M-V with the def2-TZVPD basis set) on the ion C5H10N with charge +1 in a non-equilibrium geometry.

Structure (XYZ):
```
16
Properties=species:S:1:pos:R:3
N -0.170 -0.569 -1.024
H 0.713 1.507 -1.129
H -0.266 1.758 1.499
H 2.435 -0.376 0.039
C -1.636 0.299 0.586
H 2.315 1.424 0.297
H 0.054 -0.720 -1.998
C 1.797 0.417 0.358
H -2.070 -1.619 -0.454
H 0.263 -1.426 -0.632
H -2.337 0.153 1.362
H 1.642 0.361 1.399
C -1.638 -0.636 -0.560
H -2.216 -0.062 -1.272
C -0.499 0.949 0.732
C 0.476 0.592 -0.376
```

The relative energy (zero: lowest compared OMol25 entry of this formula, charge and spin) is 107.2 kJ/mol. The calculation puts the HOMO energy at -14.322 eV. The total energy comes out at -6829.0904 eV. Its largest force on an atom is 4.06 eV/Å. As for the SMILES: C[C@@H]1C=CC[NH2+]1. As for the net charge: +1. As for the gap between HOMO and LUMO: 0.40173 hartree.

natural (NBO) atomic charge list, values in e, 5 entries:
1. N -0.504
2. H 0.253
3. H 0.269
4. H 0.235
5. C -0.208

[2]
ORCA calculation (ωB97M-V with the def2-TZVPD basis set) on a cluster of 2 separate species, C3H10N2O in total.

Structure (XYZ):
```
16
Properties=species:S:1:pos:R:3
H -0.192 -2.373 6.170
C 0.089 -2.121 5.148
N -0.431 1.362 -5.114
H -1.405 1.143 -4.948
C 0.002 -0.648 4.949
H 1.435 1.084 -4.245
H 1.091 -2.500 4.944
O -0.167 0.149 5.834
H -0.308 2.365 -5.116
H 0.401 -0.327 -4.244
C 0.413 0.753 -4.084
H 0.462 1.918 -2.420
H 0.080 -0.273 3.904
N 0.083 1.017 -2.690
H -0.621 -2.634 4.494
H -0.931 1.085 -2.583
```

The relative energy (zero: lowest compared OMol25 entry of this formula, charge and spin) is 128.2 kJ/mol. The calculation puts the HOMO energy at -9.152 eV. The total energy comes out at -8300.1756 eV. Its largest force on an atom is 0.66 eV/Å. As for the SMILES: CC=O.NCN. As for the net charge: 0. As for the gap between HOMO and LUMO: 0.37464 hartree.

natural (NBO) atomic charge list, values in e, 5 entries:
1. H 0.233
2. C -0.726
3. N -0.841
4. H 0.348
5. C 0.438

[3]
ORCA calculation (ωB97M-V with the def2-TZVPD basis set) on a cluster of 2 separate species, C4H9NO in total in a non-equilibrium geometry.

Structure (XYZ):
```
15
Properties=species:S:1:pos:R:3
H -0.087 2.403 -1.806
C 1.762 0.251 0.040
C 0.417 0.642 -0.364
N -0.178 2.077 -0.848
H -1.842 0.311 -0.816
H -1.371 -2.968 0.876
O -0.543 -1.519 -0.365
C -1.059 -1.906 0.851
C -0.810 0.551 -0.660
H 2.067 0.786 0.942
H -0.356 -1.775 1.709
H 1.713 -0.824 0.222
H 2.479 0.470 -0.755
H -1.973 -1.331 1.143
H -0.220 2.830 -0.168
```

The relative energy (zero: lowest compared OMol25 entry of this formula, charge and spin) is 655.5 kJ/mol. The calculation puts the HOMO energy at -6.944 eV. The total energy comes out at -7825.5262 eV. Its largest force on an atom is 2.21 eV/Å. As for the net charge: 0. As for the gap between HOMO and LUMO: 0.26772 hartree.

natural (NBO) atomic charge list, values in e, 5 entries:
1. H 0.388
2. C -0.691
3. C 0.281
4. N -0.738
5. H 0.278

[4]
ORCA calculation (ωB97M-V with the def2-TZVPD basis set) on a structure of composition C8H10N2O5Ti in a non-equilibrium geometry.

Structure (XYZ):
```
26
Properties=species:S:1:pos:R:3
O -1.772 -0.620 -2.615
O -1.720 2.653 0.441
O 1.664 -2.764 -0.457
C 2.729 3.305 -2.872
C 1.220 -1.693 -0.440
C -0.981 1.791 0.170
O -1.264 -1.006 1.256
H 2.984 4.000 -2.069
H 4.287 1.920 -2.452
H -3.900 -3.271 1.859
H -2.493 -4.054 2.584
H -2.070 0.085 4.135
H -2.989 -1.887 3.786
C -1.817 -0.983 2.416
C 3.432 2.182 -3.079
H -1.050 0.848 2.973
Ti -0.028 -0.045 0.007
H -2.306 -3.102 1.101
N -2.584 -1.977 2.851
C -0.973 -0.278 -1.841
O 2.039 0.791 2.302
C 1.454 0.625 1.314
C -2.833 -3.163 2.055
H 1.904 3.593 -3.528
H 3.208 1.512 -3.911
N -1.625 0.067 3.236
```

The calculation puts the HOMO energy (spin up / spin down) at -19.436 / -19.436 eV. The total energy comes out at -44758.3069 eV. Its largest force on an atom is 6.73 eV/Å. As for the net charge: +3. The multiplicity is 2. As for the gap between HOMO and LUMO (spin up / spin down): 0.24834 / 0.14415 hartree.

natural (NBO) atomic charge list, values in e, 5 entries:
1. O -0.263
2. O -0.284
3. O -0.268
4. C 0.013
5. C 0.525

[5]
ORCA calculation (ωB97M-V with the def2-TZVPD basis set) on the ion C24H24N5O4S with charge -1 in a non-equilibrium geometry.

Structure (XYZ):
```
58
Properties=species:S:1:pos:R:3
C -1.803 -3.008 3.396
N 3.111 2.171 -1.386
H -5.762 1.727 -0.240
H -2.594 -1.159 4.198
C 2.516 -0.988 1.705
H -0.915 0.244 3.064
H 0.120 0.276 -2.728
C -1.654 -0.663 -0.016
C -1.933 0.798 -2.331
H -5.085 3.263 -0.817
C 0.095 -1.433 2.104
H 1.089 -1.755 -0.490
N -4.129 1.562 -1.574
H -0.731 -4.723 2.618
H 5.994 -0.835 -0.994
S 5.781 2.414 -1.277
H -5.901 1.220 -2.639
C -2.819 0.064 -0.194
C 5.519 -0.522 -1.933
H 6.174 0.192 -2.440
H 5.305 -1.396 -2.551
H -4.191 2.301 0.387
C -1.819 -1.617 3.589
H -4.851 2.455 -3.352
C 3.097 3.631 -1.353
O -2.987 -4.978 3.487
H 2.490 -1.106 2.798
N 0.911 1.911 2.143
C 1.081 -0.574 1.287
N -2.982 -3.743 3.686
O 3.237 -1.852 -1.419
C 0.914 0.831 1.696
C -4.851 1.490 -2.827
H 2.080 3.981 -1.525
O 0.935 2.181 -0.659
N 4.275 0.189 -1.671
H -1.657 -1.507 0.676
C -0.765 -3.634 2.672
C 4.349 1.554 -1.430
C 1.927 1.506 -0.962
C -0.698 0.253 -2.000
C 0.889 -0.705 -0.220
H 0.898 -3.306 1.335
H 2.823 -1.935 1.235
H -3.617 0.014 0.546
C -2.977 0.836 -1.366
C 0.143 -2.843 1.982
C -4.826 2.244 -0.500
H 3.788 3.970 -2.129
H -2.077 1.306 -3.286
C -0.502 -0.326 -0.738
C -0.864 -0.842 2.945
C 1.986 0.072 -0.885
H 3.465 3.986 -0.384
O -3.978 -3.116 4.122
H -4.411 0.729 -3.480
H 3.243 -0.196 1.476
C 3.149 -0.609 -1.348
```

The relative energy (zero: lowest compared OMol25 entry of this formula, charge and spin) is 0.0 kJ/mol. The calculation puts the HOMO energy at -4.606 eV. The total energy comes out at -51752.3722 eV. Its largest force on an atom is 3.04 eV/Å. As for the SMILES: CN(C)c1ccc([C@@H](c2c([O-])n(C)c(=S)n(C)c2=O)[C@@](C)(C#N)c2ccc([N+](=O)[O-])cc2)cc1. As for the net charge: -1. As for the gap between HOMO and LUMO: 0.20948 hartree.

natural (NBO) atomic charge list, values in e, 5 entries:
1. C -0.013
2. N -0.454
3. H 0.167
4. H 0.246
5. C -0.586

[6]
ORCA calculation (ωB97M-V with the def2-TZVPD basis set) on a structure of composition C24H48AgO18 in a non-equilibrium geometry.

Structure (XYZ):
```
91
Properties=species:S:1:pos:R:3
C 3.308 1.579 -0.111
H -2.339 -4.107 -2.000
H 2.226 -1.116 -2.336
C -3.812 3.201 2.553
H 4.283 1.667 -2.049
C -0.198 -1.305 -3.849
H -2.736 -2.103 0.362
O -0.464 -2.106 3.151
C 3.428 -3.405 1.425
O 3.248 0.416 3.132
H 4.425 -3.125 -3.012
H 0.494 -1.909 -4.442
C -1.134 1.031 4.474
H -3.337 2.118 -2.812
H 1.897 -1.016 3.777
O -2.505 0.323 -0.788
H -1.112 -2.646 1.237
H -4.363 2.273 2.684
H 3.877 -1.834 -4.083
H -1.502 -1.563 -5.553
O 0.119 0.052 -4.113
C 2.699 -2.099 -2.248
O 0.132 4.958 1.244
C -0.972 -0.890 3.152
C -2.540 -2.394 -0.673
H 1.596 0.633 4.352
H -1.461 -2.201 -0.725
O -1.797 4.075 1.530
H -4.353 1.899 -1.321
H -0.660 3.326 -2.090
C -2.110 -3.800 2.734
H -2.261 -4.734 2.188
C -4.200 1.628 -2.368
O 0.893 -1.614 -0.218
O 3.698 1.220 1.212
C 1.277 5.145 0.432
O -0.055 2.131 -3.672
H 2.610 0.853 -0.525
H -0.783 1.325 5.456
C 2.713 1.011 2.075
O 2.875 -2.415 -0.878
O -0.715 -0.329 4.305
C 3.987 -2.127 -3.042
H -5.119 1.882 -2.886
O -3.363 -1.628 -1.544
H -0.073 -3.737 1.885
H -2.333 -0.971 -4.162
O -4.050 0.201 -2.394
H -0.707 1.679 3.709
H 2.023 -2.817 -2.721
C 0.149 0.946 -3.141
H -2.219 1.078 4.401
Ag -0.207 0.590 0.377
C -1.552 -1.670 -4.470
H 2.910 -0.241 5.060
O 2.200 -2.734 1.176
H -2.255 -4.521 -0.317
H 5.188 2.492 -0.735
H -3.049 -3.256 2.630
O 1.566 1.339 1.879
C -0.630 3.903 0.963
O -1.618 -0.359 2.269
C -0.872 -3.078 2.216
C -3.229 -0.322 -1.500
C 1.924 -2.187 0.016
C 0.142 3.248 -2.821
H 3.820 -3.887 0.530
H -1.850 -2.683 -4.211
H -3.429 3.668 3.460
H -3.807 -4.138 -1.030
H -4.500 3.934 2.129
H 1.461 4.284 -0.213
O 0.269 0.664 -1.972
C 4.549 1.652 -0.996
H 0.315 4.143 -3.410
H -3.173 2.832 0.589
H 2.195 5.156 1.025
C 2.372 -0.101 4.127
H -2.149 2.013 1.715
H 4.191 -2.722 1.794
C -2.755 -3.857 -1.024
H 5.101 0.730 -0.789
H -1.936 -4.030 3.785
H -0.033 -1.609 -2.816
C -2.683 2.952 1.560
H 1.050 3.154 -2.216
H 2.882 2.585 -0.116
O -0.338 2.980 0.236
H 3.310 -4.209 2.147
H 1.228 6.060 -0.150
H 4.710 -1.434 -2.612
```

The relative energy (zero: lowest compared OMol25 entry of this formula, charge and spin) is 0.0 kJ/mol. The calculation puts the HOMO energy at -12.425 eV. The total energy comes out at -66516.4854 eV. Its largest force on an atom is 2.65 eV/Å. As for the net charge: +1. As for the gap between HOMO and LUMO: 0.39701 hartree.

Mulliken atomic charge list, values in e, 5 entries:
1. C 1.190
2. H 0.252
3. H -0.154
4. C -1.737
5. H 0.373

Number 1: molar mass 84.14 g/mol. Number 2: molar mass 90.13 g/mol. Number 3: molar mass 87.12 g/mol. Number 4: molar mass 262.04 g/mol. Number 5: molar mass 478.55 g/mol. Number 6: molar mass 732.50 g/mol.